(1)
C2H6N2O3 as an isolated structure, computed with ωB97M-V with the def2-TZVPD basis set.

Last column: natural (NBO) charge in e.
Element x y z (Å)
C  -1.5618  -0.2420  0.8807  -0.439
C  1.8445  0.2493  -0.8368  0.922
N  -0.4248  -0.0308  0.0053  -0.191
N  0.4301  -0.8744  -0.1141  -0.136
O  2.7277  -0.1919  0.2375  -0.743
O  2.0944  -0.2985  -1.9830  -0.701
O  1.2767  1.3794  -0.8036  -0.751
H  -1.1711  -0.4546  1.8638  0.228
H  -2.0827  -1.0786  0.5664  0.219
H  -2.1343  0.6706  0.7749  0.205
H  3.2241  0.6300  0.3738  0.482
H  2.2355  -1.2550  -2.0213  0.504
H  -0.2210  1.0063  -0.3375  0.400

Calculated values
relative energy (zero: lowest compared OMol25 entry of this formula, charge and spin) = 385.02 kJ/mol
highest occupied orbital energy = -9.3 eV
molar mass = 106.08 g mol⁻¹
spin multiplicity = 1
charge = 0


(2)
A 3-piece molecular cluster, C2H6N2O3 overall, computed with ωB97M-V with the def2-TZVPD basis set.

Last column: natural (NBO) charge in e.
Element x y z (Å)
C  -1.3893  0.4687  -0.1434  0.864
C  -2.8285  1.8208  -1.5896  -0.411
N  -2.3280  0.9713  -0.5909  -0.465
N  -1.8739  -2.2724  2.6298  0.007
O  -0.6017  -0.2429  0.3989  -0.614
O  6.6880  -0.7331  0.4284  -0.920
O  -0.7981  -2.3567  1.9589  -0.549
H  -3.1920  1.1178  -2.2940  0.220
H  -3.5357  2.5565  -1.2161  0.222
H  -1.9604  2.3074  -1.9927  0.208
H  6.1385  -1.2498  1.0570  0.461
H  6.1376  -0.9836  -0.3316  0.460
H  -0.4565  -1.4039  1.6853  0.518

Calculated values
relative energy (zero: lowest compared OMol25 entry of this formula, charge and spin) = 49.86 kJ/mol
highest occupied orbital energy (spin up / spin down) = -8.2 / -11.2 eV
⟨S²⟩ = 2.01
molar mass = 106.08 g mol⁻¹
spin multiplicity = 3
charge = 0


(3)
A 2-piece molecular cluster, C2H6N2O3S overall, computed with ωB97M-V with the def2-TZVPD basis set.

Last column: natural (NBO) charge in e.
Element x y z (Å)
C  -0.5297  2.0555  0.4691  -0.044
C  1.7184  -0.9643  -0.7984  -0.252
N  -1.3234  1.2440  0.9729  -0.601
N  0.0080  -1.4507  0.8326  -0.339
O  -1.2529  0.2749  -1.4750  -0.912
O  -2.9803  -0.5873  0.2767  -0.861
O  1.2290  -0.9274  0.5640  -0.358
S  -1.7104  -0.1109  -0.1224  2.035
H  -0.0828  2.6338  1.2447  0.184
H  -0.2532  2.1741  -0.6147  0.198
H  2.2313  -1.8533  -0.9063  0.193
H  2.1794  -0.0745  -0.8259  0.193
H  0.8422  -0.9325  -1.4941  0.211
H  -0.0757  -1.4812  1.8768  0.352

Calculated values
relative energy (zero: lowest compared OMol25 entry of this formula, charge and spin) = 564.36 kJ/mol
highest occupied orbital energy (spin up / spin down) = -8.6 / -9.2 eV
molar mass = 138.15 g mol⁻¹
spin multiplicity = 1
charge = 0


(4)
C2H6N2OS in the gas phase, computed with ωB97M-V with the def2-TZVPD basis set.

Last column: natural (NBO) charge in e.
Element x y z (Å)
N  -0.8374  -0.8765  -0.5970  -0.824
C  -0.0415  -0.6832  0.5720  -0.291
C  1.0224  0.4211  0.1026  0.122
S  2.6931  0.1489  -0.1330  -0.219
N  0.3853  1.4770  -0.2508  -0.310
O  -1.0403  1.4906  0.0573  -0.592
H  -0.1770  -1.2254  -1.2709  0.402
H  -1.5827  -1.5397  -0.3653  0.389
H  0.5551  -1.5778  0.8287  0.203
H  -0.5746  -0.5118  1.4513  0.224
H  0.8842  2.3842  -0.0578  0.421
H  -1.2866  0.4926  -0.3372  0.475

Calculated values
relative energy (zero: lowest compared OMol25 entry of this formula, charge and spin) = 330.83 kJ/mol
highest occupied orbital energy = -8.5 eV
molar mass = 106.15 g mol⁻¹
spin multiplicity = 1
SMILES string = NCC(=S)NO
charge = 0


(5)
C2H6N2S as an isolated structure, computed with ωB97M-V with the def2-TZVPD basis set.

Last column: natural (NBO) charge in e.
Element x y z (Å)
C  0.7590  0.2292  0.0979  -0.319
C  -0.4905  -0.3826  0.1227  0.143
H  2.2494  -0.7560  -1.0251  0.358
H  2.8561  0.1002  0.0153  0.357
H  0.5954  0.9894  -0.6375  0.206
H  0.9315  0.8987  0.9463  0.229
H  -0.2781  -1.4901  0.6129  0.178
H  -4.2975  1.1399  0.4927  0.067
N  1.9821  -0.5528  -0.0985  -0.826
N  -1.4117  0.2481  -0.4492  -0.598
S  -2.8956  -0.4239  -0.0774  0.206

Calculated values
relative energy (zero: lowest compared OMol25 entry of this formula, charge and spin) = 547.72 kJ/mol
highest occupied orbital energy = -8.7 eV
molar mass = 90.15 g mol⁻¹
spin multiplicity = 1
charge = 0


(6)
C2H6N2S in the gas phase, computed with ωB97M-V with the def2-TZVPD basis set.

Last column: natural (NBO) charge in e.
Element x y z (Å)
C  0.3816  1.6924  0.3398  -0.642
C  0.2520  0.2212  -0.1596  0.161
S  1.9832  -0.3898  -0.5888  -0.109
N  -0.9065  -0.2123  -0.0566  -0.302
N  -1.4132  -1.5153  0.1311  -0.625
H  -0.5129  2.2527  0.0235  0.240
H  0.3756  1.5394  1.4476  0.230
H  1.3984  1.9917  -0.0733  0.206
H  1.6114  -1.7924  -0.7134  0.141
H  -0.8530  -2.2270  -0.1951  0.338
H  -2.3166  -1.5605  -0.1553  0.362

Calculated values
relative energy (zero: lowest compared OMol25 entry of this formula, charge and spin) = 225.41 kJ/mol
highest occupied orbital energy = -8.6 eV
molar mass = 90.15 g mol⁻¹
spin multiplicity = 1
SMILES string = C/C(S)=N/N
charge = 0


(7)
C2H6N2S in the gas phase, computed with ωB97M-V with the def2-TZVPD basis set.

Last column: natural (NBO) charge in e.
Element x y z (Å)
C  -1.2388  0.1118  -0.5396  -0.419
N  0.2025  0.2128  -0.3312  -0.267
N  0.3764  -1.3099  -0.1345  -0.664
C  0.7739  0.9937  0.4281  -0.002
S  2.1594  0.5252  1.3651  -0.278
H  -1.6796  -0.6409  0.3195  0.241
H  -1.6033  1.1593  -0.3966  0.194
H  -1.5014  -0.1871  -1.7797  0.236
H  1.3520  -1.3763  -0.1885  0.363
H  0.6360  -1.5952  0.9012  0.373
H  0.5228  2.1067  0.3562  0.222

Calculated values
relative energy (zero: lowest compared OMol25 entry of this formula, charge and spin) = 388.16 kJ/mol
highest occupied orbital energy = -8.5 eV
molar mass = 90.15 g mol⁻¹
spin multiplicity = 1
SMILES string = CN(N)C=S
charge = 0


(8)
C2H6N2S in the gas phase, computed with ωB97M-V with the def2-TZVPD basis set.

Last column: natural (NBO) charge in e.
Element x y z (Å)
C  -1.7183  -0.9981  -0.0257  -0.676
C  -0.4718  -0.1487  -0.0550  0.099
S  -0.1831  1.4612  0.0194  -0.172
N  0.5940  -0.9678  0.0902  -0.416
N  1.9093  -0.5891  -0.1004  -0.637
H  -2.5895  -0.3357  -0.1246  0.246
H  -1.6465  -1.7546  -0.7547  0.223
H  -1.7643  -1.5497  0.9031  0.234
H  0.4751  -1.9417  -0.0176  0.374
H  2.1412  -0.3234  0.8485  0.352
H  1.9309  0.3050  -0.6097  0.372

Calculated values
relative energy (zero: lowest compared OMol25 entry of this formula, charge and spin) = 105.93 kJ/mol
highest occupied orbital energy = -8.6 eV
molar mass = 90.15 g mol⁻¹
spin multiplicity = 1
SMILES string = CC(=S)NN
charge = 0


(9)
C2H6N2S2 in the gas phase, computed with ωB97M-V with the def2-TZVPD basis set.

Last column: natural (NBO) charge in e.
Element x y z (Å)
C  -1.5857  1.8662  0.5349  -0.779
S  -0.3341  0.7048  0.9468  0.423
N  -0.0234  0.2778  -0.6324  -0.661
C  0.7199  -0.6064  -1.1146  0.261
N  1.3219  -1.7165  -0.5079  -0.761
S  1.7701  -1.6999  1.1662  0.178
H  -2.4674  1.4114  0.0994  0.217
H  -1.2036  2.5963  -0.2257  0.225
H  -1.8444  2.4100  1.4418  0.224
H  0.8393  -0.6274  -2.2443  0.174
H  2.0331  -2.1462  -1.0464  0.390
H  0.7741  -2.4701  1.5821  0.110

Calculated values
relative energy (zero: lowest compared OMol25 entry of this formula, charge and spin) = 112.38 kJ/mol
highest occupied orbital energy = -7.9 eV
molar mass = 122.22 g mol⁻¹
spin multiplicity = 1
SMILES string = CS/N=C\NS
charge = 0


(10)
C2H6N2S2 in the gas phase, computed with ωB97M-V with the def2-TZVPD basis set.

Last column: natural (NBO) charge in e.
Element x y z (Å)
C  -1.5303  0.6040  -0.5108  -0.442
N  -0.1846  0.0958  -0.3582  -0.532
S  1.0111  1.2512  -1.1433  0.102
C  0.1728  -0.9250  0.4300  0.297
N  1.4826  -0.9857  0.8919  -0.780
S  -1.1338  -1.8859  0.9881  -0.283
H  -1.1733  1.3374  -1.3535  0.200
H  -1.5862  1.4059  0.3290  0.211
H  -2.4928  -0.0740  -0.7448  0.274
H  1.7394  1.6047  0.2167  0.174
H  1.6140  -1.7545  1.3341  0.383
H  2.0810  -0.6739  -0.0792  0.394

Calculated values
relative energy (zero: lowest compared OMol25 entry of this formula, charge and spin) = 290.20 kJ/mol
highest occupied orbital energy = -8.2 eV
molar mass = 122.22 g mol⁻¹
spin multiplicity = 1
SMILES string = CN(S)C(N)=S
charge = 0


> What is the relative energy (zero: lowest compared OMol25 entry of this formula, charge and spin) in the eighth record?

105.93 kJ/mol